Entry 1:
Molecular formula: C29H27ClF9N3S3
Method: DFT, ωB97M-V/def2-TZVPD

Summary:
Structure (SMILES): CC[C@H](C)c1cccc2c1Sc1cc(CCCSC(=S)n3ccnc3)cc(CCC(F)(F)C(F)(F)C(F)(F)C(F)(F)F)c1N2Cl
Total energy in a.u.: -3839.08774

CARTESIAN COORDINATES (ANGSTROEM)
C (3.3518, 4.3423, 2.1473)
C (0.8097, 5.8559, -0.0948)
F (-5.6431, 0.0481, 3.6793)
H (-0.0127, -3.5502, -2.4015)
C (0.4646, 0.8937, 0.5010)
F (-6.8449, 0.6820, 0.1120)
C (0.9310, -3.0114, -2.3098)
H (1.3556, 6.7768, -0.2381)
F (-4.8311, 1.5345, 1.5865)
H (2.8751, 2.7765, -1.1173)
H (2.1274, -0.4665, 0.5423)
N (3.9993, -6.6851, -0.5518)
C (5.1576, -6.6329, 0.1970)
N (-1.4862, 2.3844, 0.4504)
F (-5.7561, -1.1008, -0.4699)
H (-3.7933, 2.1504, -0.4444)
H (3.5855, 5.0807, -1.2366)
F (-3.7250, -0.3500, 1.3044)
C (1.4691, 4.7425, 0.4395)
C (-1.5330, 0.1839, -0.6418)
N (5.1419, -7.4773, 1.1848)
C (-0.5290, 5.8241, -0.4612)
H (0.7780, -3.3392, -0.2005)
C (3.8910, 4.4943, -0.3671)
C (1.1137, -0.2990, 0.2121)
F (-7.5650, -0.9038, 3.7932)
H (0.9011, -2.1733, -3.0010)
C (-5.9192, -0.1861, 0.5208)
H (2.5089, 4.1686, 2.8063)
C (0.6994, 3.5848, 0.6274)
H (-3.2941, -0.7321, -1.3333)
H (-1.0306, 6.6909, -0.8631)
H (3.6274, -8.9172, 1.7691)
H (4.1781, 2.3439, -0.0307)
H (4.5022, 2.9136, -1.6945)
H (5.9797, -5.9692, 0.0093)
H (-2.7975, 0.6365, -2.2656)
H (3.0103, -3.5079, -2.5933)
H (3.0859, 5.9849, 0.8361)
S (4.8107, -5.4485, -2.7372)
S (1.9937, -5.4740, -1.7711)
C (-2.9277, 0.2869, -1.2424)
H (1.9397, -4.2114, -3.8210)
H (-1.3670, -1.7492, -1.5310)
C (3.8846, 3.0392, -0.8092)
S (1.3812, 2.1246, 1.3773)
C (-1.2544, 4.6561, -0.3025)
C (-6.7677, -0.1762, 3.0187)
C (3.6868, -5.9038, -1.6555)
C (-4.0256, 1.1052, -0.5789)
C (2.0389, -3.9593, -2.7720)
F (-7.3650, 0.9734, 2.7605)
C (-4.5620, 0.5172, 0.7226)
H (-2.2989, 4.6023, -0.5651)
C (-0.8485, 1.1420, 0.1070)
C (-0.8580, -1.0025, -0.9359)
H (3.9340, 3.4356, 2.0072)
C (-0.6455, 3.5336, 0.2550)
C (3.2145, -7.6533, 0.0466)
H (4.0292, 5.0538, 2.6124)
H (4.8947, 4.8361, -0.1209)
F (-7.6647, -1.4808, 1.3174)
C (1.1433, -2.5549, -0.8622)
H (2.2106, -2.4706, -0.6733)
H (-4.8692, 1.0909, -1.2684)
F (-5.6957, -2.0079, 2.0455)
C (2.9376, 4.9093, 0.7695)
C (3.9216, -8.1366, 1.0967)
Cl (-1.8537, 2.3155, 2.2110)
C (0.4409, -1.2712, -0.5221)
H (2.2395, -7.9315, -0.3069)
C (-6.4816, -0.9812, 1.7259)

Löwdin atomic charge list, values in e, 6 entries:
1. C -0.081
2. C -0.026
3. F 0.192
4. H 0.105
5. C -0.432
6. F 0.171



Entry 2:
Molecular formula: C29H27HfN6Sb
Method: DFT, ωB97M-V/def2-TZVPD

Summary:
Energy above the lowest of the compared OMol25 structures with the same formula, charge and spin in eV: 0.0000
Charge: +4

CARTESIAN COORDINATES (ANGSTROEM)
H (-2.2261, -5.2805, -0.1670)
C (1.9048, -1.6664, -1.8550)
C (-2.5815, -3.0757, -1.4518)
H (-0.3394, 0.5766, 4.9504)
H (-3.3135, -3.8756, -1.4327)
C (1.7933, 5.0500, -0.1966)
C (0.0784, 3.9705, -1.6636)
C (-1.2932, -0.8888, -4.1872)
H (-2.5343, 1.5879, -0.3339)
H (2.1438, -0.8016, -2.4785)
H (4.7694, -2.8186, 1.6121)
H (0.8251, -1.8280, -1.8348)
C (-1.6852, -3.1956, -0.2636)
H (0.8124, 1.6273, -3.3162)
N (-1.0226, 0.9104, 1.6705)
Hf (0.3063, 0.8633, -0.0182)
C (-3.1509, 1.1493, 0.4584)
H (-4.1182, 0.6586, 2.9331)
C (-2.3064, 0.5159, 4.0770)
C (2.4737, -0.3396, 1.5925)
H (-3.9457, 1.8678, 0.6646)
C (-2.6273, -2.3425, -2.5721)
C (2.4480, -1.4944, -0.4731)
H (3.2242, 5.8922, 1.1607)
H (2.3586, -2.5335, -2.3283)
C (-0.8608, -4.7262, 1.3884)
H (-0.0100, 0.4156, -5.3343)
H (3.8827, -1.0025, 3.0576)
C (3.4589, -2.3296, -0.0167)
C (-0.3855, 0.1616, -4.3517)
C (-0.2705, -2.5619, 1.4171)
H (-1.6223, -1.4571, -5.0502)
H (0.2581, -1.7675, 1.9342)
C (-1.3535, -0.3996, -1.8737)
C (1.8666, 2.8063, 1.4148)
H (-0.6200, 3.1309, -1.6734)
C (-3.0357, 0.6734, 2.9167)
N (-0.9565, -2.2062, 0.3268)
C (3.4769, -1.1483, 2.0639)
C (3.9795, -2.1705, 1.2512)
Sb (1.8582, 1.2408, 2.9461)
H (-1.7599, -0.5630, -0.8858)
N (-0.4316, 0.5776, -2.0153)
H (0.6192, 4.0065, -2.6117)
C (-0.2838, 0.8233, 2.8245)
C (0.0633, 0.8497, -3.2467)
H (3.8339, -3.1031, -0.6734)
H (-3.3550, -2.6319, -3.3219)
H (1.7253, 5.9290, -0.8251)
C (1.0210, 3.9379, -0.5044)
C (-0.9099, 0.6269, 4.0309)
C (-1.6495, -4.4798, 0.2754)
C (2.6273, 3.9005, 1.7404)
C (-2.3790, 0.8857, 1.7118)
N (-0.1723, -3.7487, 1.9732)
H (-2.8052, 0.3516, 5.0249)
C (-1.7564, -1.2142, -2.9049)
C (2.6156, 5.0310, 0.9103)
H (-0.5206, 4.8819, -1.6180)
N (1.0967, 2.8181, 0.2692)
H (-0.7896, -5.7158, 1.8242)
H (-3.6343, 0.2430, 0.0863)
N (1.9582, -0.5048, 0.3294)
H (3.2265, 3.9100, 2.6428)

Löwdin atomic charge list, values in e, 6 entries:
1. H 0.138
2. C 0.005
3. C 0.016
4. H 0.121
5. H 0.130
6. C 0.052



Entry 3:
Molecular formula: C29H28BBrCoF4N5OS
Method: DFT, ωB97M-V/def2-TZVPD

Summary:
Energy above the lowest of the compared OMol25 structures with the same formula, charge and spin in eV: 0.7141
Charge: -1
⟨S²⟩: 3.761
Multiplicity: 4

CARTESIAN COORDINATES (ANGSTROEM)
H (-2.7449, -6.5138, 1.6584)
C (-0.5017, 1.5452, -2.4384)
H (-4.1232, 3.3493, 3.3304)
H (-1.6229, 3.4162, 2.3906)
C (-0.5775, -3.4514, 0.4449)
H (-3.3656, 0.7643, -1.1898)
C (-3.5685, 1.7005, -0.6682)
H (1.6887, -1.5137, 4.4461)
H (6.7325, -0.5540, -0.0799)
C (1.5056, -0.5230, 2.7080)
N (-2.3946, 3.5095, 0.4451)
H (-5.0893, 3.5837, 0.8845)
C (2.3255, 0.8845, -0.2755)
H (-2.7079, 4.7685, 2.0708)
N (1.6395, 0.2898, 0.6296)
H (3.2095, 2.2869, -2.4513)
H (3.1692, -1.1137, 3.6785)
C (1.5617, 1.3618, -1.4463)
F (-1.5622, -2.7175, -3.6842)
B (-1.2206, -1.3962, -3.4081)
C (-2.6975, -4.3855, 1.2856)
H (-5.6033, 1.2860, -0.0936)
N (2.1950, -0.9010, 3.8308)
H (-4.4003, 0.6040, 0.9848)
C (1.3463, 2.5925, -3.4856)
H (1.6236, -6.0433, -0.0426)
C (-4.6602, 1.4981, 0.4129)
C (1.2446, -5.0252, -0.0338)
C (0.2400, -2.3418, 0.0442)
H (-3.1186, 3.9930, -0.0637)
C (6.5402, 1.5818, 0.0547)
C (4.2891, 2.4225, -0.0323)
H (-5.7744, 2.4120, 1.9812)
H (-3.3504, 1.8868, 2.7471)
C (-0.0093, 2.3279, -3.4673)
N (2.3069, -0.1126, 1.7290)
C (-3.7265, 2.8656, 2.4356)
H (4.2974, -0.9476, -0.2415)
C (1.9962, -3.9860, -0.4896)
C (-0.0674, -4.7872, 0.4434)
F (0.1303, -1.1368, -3.7106)
C (-2.3718, 2.1655, 0.1076)
H (2.9899, -4.1687, -0.8893)
C (3.7913, 1.1297, -0.1559)
C (-2.1415, -5.6810, 1.3171)
C (4.6839, 0.0625, -0.1681)
F (-1.4381, -1.1300, -1.9988)
S (-0.2001, -0.5736, 2.7380)
C (-2.5483, 3.7051, 1.8986)
H (-3.7244, -4.2215, 1.5828)
H (-3.8744, 2.4579, -1.3948)
H (2.1387, -1.8742, -0.8034)
C (1.4906, -2.6666, -0.4356)
C (6.0486, 0.2866, -0.0683)
C (5.6564, 2.6504, 0.0756)
H (-0.4254, -6.8664, 0.8878)
H (6.0283, 3.6633, 0.1797)
N (0.2574, 1.0662, -1.4604)
Br (-2.8372, -1.6522, 0.8014)
H (3.5959, 3.2568, -0.0094)
H (1.7840, 3.1664, -4.2939)
H (-0.6694, 2.6704, -4.2523)
F (-2.0556, -0.5016, -4.1317)
H (-1.5405, 1.2406, -2.4318)
Co (-0.3077, -0.3809, 0.1072)
C (-0.8603, -5.8716, 0.8949)
O (-1.5689, 1.4140, 0.6197)
H (7.6067, 1.7554, 0.1354)
C (-1.9371, -3.3363, 0.8621)
C (2.1442, 2.1044, -2.4656)
C (-4.8700, 2.6497, 1.4180)

Löwdin atomic charge list, values in e, 6 entries:
1. H 0.093
2. C -0.114
3. H 0.104
4. H 0.116
5. C -0.204
6. H 0.104